--- i ---
# CH3O4P

One molecule with the formula CH3O4P (ωB97M-V/def2-TZVPD, OMol25).

Properties
HOMO   -10.0 eV
M   110.00 g/mol

```
! wB97M-V def2-TZVPD RIJCOSX def2/J DEFGRID3
* xyz 0 1
O 0.1613 -0.0915 -2.5166
C 0.1005 0.7380 -1.6682
O 0.2214 0.4761 -0.4053
P 0.6616 -1.0321 0.0696
O 1.6417 -0.4196 1.2452
O -0.7046 -1.3718 0.9352
H -0.1024 1.8714 -1.9776
H 1.3186 0.4770 1.6892
H -1.3700 -1.9519 0.5884
*
```

--- ii ---
# CH3O4P

CH3O4P as an isolated structure (ωB97M-V/def2-TZVPD, OMol25).

Properties
HOMO (alpha / beta)   -11.3 / -11.2 eV
M   110.00 g/mol

```
! wB97M-V def2-TZVPD RIJCOSX def2/J DEFGRID3
* xyz 0 1
C 0.1186 0.0594 -0.0498
O 2.1502 -1.7914 0.7595
O 2.5402 1.6713 0.1549
O 2.3302 -0.1946 -1.4202
O 1.9930 0.8337 0.8762
P 1.9679 -0.5758 -0.0583
H -0.3650 0.1039 1.0341
H 0.2316 1.1375 -0.3733
H -0.4622 -0.6556 -0.6747
*
```

--- iii ---
# CH3O4P

One molecule with the formula CH3O4P (ωB97M-V/def2-TZVPD, OMol25).

Properties
HOMO (alpha / beta)   -11.3 / -11.3 eV
M   110.00 g/mol

```
! wB97M-V def2-TZVPD RIJCOSX def2/J DEFGRID3
* xyz 0 1
C -1.0191 -0.0992 0.0076
O 1.1861 -1.1496 1.2806
O 0.9849 2.2605 -0.2555
O 1.0920 -1.2633 -1.3212
O 0.9338 1.1339 0.3085
P 0.7938 -0.6467 -0.0268
H -1.2910 0.3347 0.9590
H -1.2513 0.5297 -0.8413
H -1.4291 -1.1000 -0.1109
*
```

--- iv ---
# CH3O4P

One molecule with the formula CH3O4P (ωB97M-V/def2-TZVPD, OMol25).

Properties
HOMO   -11.2 eV
M   110.00 g/mol

```
! wB97M-V def2-TZVPD RIJCOSX def2/J DEFGRID3
* xyz 0 1
O 1.7906 -0.0016 1.1585
O 0.0360 -0.5555 -1.7710
O -0.4733 -0.9292 0.4597
O -0.0991 1.1703 -0.1711
C -0.7054 -0.0108 -0.6702
P 0.3296 0.2877 1.0934
H 0.8926 -0.9030 -1.4723
H -1.7300 0.1956 -0.9661
H -0.0410 0.7465 2.3390
*
```

Energy relative to the most stable one, in hartree: i 0.0000; ii 0.2537; iii 0.2318; iv 0.0210